[1]
The following is a DFT calculation (ωB97M-V with the def2-TZVPD basis set) of an isolated molecule of C18H32N2O6.

```
58
Properties=species:S:1:pos:R:3
C 7.0349 2.8221 -2.6696
C 6.3531 2.2668 -3.8945
O 5.1692 1.5670 -3.4516
C 4.4298 1.0116 -4.4232
O 4.7065 1.0648 -5.5901
C 3.2137 0.2852 -3.8985
N 3.0124 0.4386 -2.4782
C 1.7854 0.2725 -1.9243
O 0.8227 -0.0600 -2.6008
C 1.7007 0.5211 -0.4294
C 1.4307 -0.7776 0.3573
C 0.3308 -1.7186 -0.1401
C -1.0501 -1.0708 -0.3500
N -1.2318 0.1935 0.3504
C -1.4876 0.3121 1.6843
O -1.4004 1.3764 2.2689
C -1.9693 -0.9452 2.4131
O -1.6538 -0.8157 3.7843
C -3.4710 -1.1608 2.1650
O -3.8669 -2.4158 2.7023
C -3.6369 -3.4994 1.8344
C -4.3993 -0.0696 2.7059
C -4.5581 -0.0864 4.2249
C -5.7641 -0.2025 2.0311
C -0.7576 1.3851 -0.3466
C 0.7211 1.6603 -0.1006
H 7.9347 3.3617 -2.9649
H 6.3802 3.5133 -2.1393
H 7.3243 2.0226 -1.9879
H 6.0500 3.0499 -4.5888
H 6.9856 1.5652 -4.4377
H 2.3406 0.6560 -4.4355
H 3.3254 -0.7646 -4.1843
H 3.7828 0.7608 -1.9194
H 2.6827 0.8725 -0.0972
H 2.3582 -1.3552 0.3947
H 1.2186 -0.4829 1.3896
H 0.6337 -2.1786 -1.0819
H 0.2563 -2.5306 0.5899
H -1.1788 -0.8533 -1.4074
H -1.8406 -1.7690 -0.0756
H -1.4419 -1.8110 2.0031
H -1.3511 -1.6684 4.1047
H -3.6085 -1.1847 1.0732
H -3.9882 -4.3989 2.3361
H -4.1863 -3.3773 0.8934
H -2.5726 -3.6301 1.5987
H -3.9564 0.8879 2.4161
H -4.9310 -1.0559 4.5588
H -3.6184 0.1164 4.7304
H -5.2835 0.6740 4.5206
H -6.2112 -1.1710 2.2653
H -6.4443 0.5740 2.3833
H -5.6870 -0.1142 0.9448
H -0.9531 1.2438 -1.4080
H -1.3340 2.2376 0.0091
H 0.8438 1.9026 0.9575
H 1.0061 2.5528 -0.6660
```

Computed properties:
- 2S+1 = 1
- electronic energy (eV) = -34451.419
- SMILES string = CCOC(=O)CNC(=O)[C@@H]1CCCN(C(=O)[C@@H](O)[C@@H](OC)C(C)C)CC1
- HOMO-LUMO gap (eV) = 9.50
- ΔE to the lowest compared entry with this formula, charge and spin (kJ/mol) = 28.7
- HOMO level (Ha) = -0.3331

[2]
The following is a DFT calculation (ωB97M-V with the def2-TZVPD basis set) of a structure of composition C42H84F18N3O30S6 in a non-equilibrium geometry.

```
183
Properties=species:S:1:pos:R:3
C -0.3597 2.2158 -6.7310
F 0.8641 2.1509 -7.2489
F -1.1405 1.2497 -7.2396
F -0.3212 2.0439 -5.4182
S -1.0967 3.8820 -7.2111
O -0.5805 4.0832 -8.5408
O -2.5196 3.7034 -7.1916
N -0.3770 4.8155 -6.0833
S -1.3713 6.0203 -5.8016
O -1.7006 6.7480 -7.0089
O -2.4479 5.7546 -4.8963
C -0.3013 7.2862 -4.9637
F -1.1343 8.1391 -4.3290
F 0.5016 6.7873 -4.0278
F 0.4043 8.0019 -5.8250
C -1.4744 0.0241 1.1396
F -0.6364 -0.5042 2.0037
F -2.3285 -0.9321 0.7657
F -2.2035 0.9831 1.7670
S -0.6625 0.7981 -0.3324
O -1.6832 1.4894 -1.0505
O 0.3752 1.5896 0.2585
N -0.0915 -0.5093 -1.0428
S -0.8686 -0.8639 -2.4017
O -2.1639 -1.4579 -2.2155
O -0.7524 0.1269 -3.4342
C 0.2466 -2.2240 -2.9651
F -0.0880 -2.5668 -4.2181
F 1.5074 -1.7843 -3.0059
F 0.1751 -3.2921 -2.1840
C 4.7318 -2.6118 -0.9307
F 4.1285 -3.3462 -1.8447
F 5.7630 -1.9244 -1.4631
F 3.8862 -1.6945 -0.4585
S 5.3520 -3.6626 0.4652
O 6.2706 -4.5839 -0.1466
O 5.8704 -2.8153 1.4916
N 3.8647 -4.2364 0.8868
S 4.0099 -5.8092 1.0566
O 4.0075 -6.6204 -0.1300
O 4.9661 -6.1233 2.0950
C 2.4062 -6.1794 1.9007
F 2.3835 -7.4449 2.3232
F 2.1926 -5.3585 2.9231
F 1.3817 -6.0125 1.0407
C 0.3752 3.6458 7.3742
O -0.7383 2.7740 7.3351
C -0.7843 1.8563 8.4155
C -1.9450 0.9280 8.2487
O -1.7383 -0.0926 7.2644
C -1.3558 0.2842 5.9448
C -2.4416 0.9986 5.1590
O -3.6426 0.3087 4.9425
C -3.4893 -0.8663 4.1903
H 0.3278 4.2187 6.4503
H 1.3142 3.0951 7.4778
H 0.2751 4.3833 8.1852
H -0.8967 2.3867 9.3737
H 0.1551 1.2867 8.3744
H -2.8479 1.4487 7.9111
H -2.1111 0.3340 9.1445
H -1.0055 -0.6304 5.4643
H -0.5000 0.9635 5.9642
H -1.9758 1.3086 4.2100
H -2.6882 1.9208 5.6910
H -3.3554 -0.6853 3.1264
H -4.3459 -1.5316 4.3465
H -2.7047 -1.5301 4.5808
C 3.4910 0.8415 1.7643
O 3.6294 -0.4181 2.3957
C 3.1818 -0.4381 3.7184
C 2.6875 -1.8160 4.1054
O 1.3854 -1.9479 3.5447
C 0.6920 -3.0148 4.1125
C -0.5083 -3.3035 3.2340
O -0.0959 -3.4540 1.9096
C -1.1252 -3.7950 1.0007
H 3.9493 1.6117 2.4042
H 2.4688 1.1173 1.5066
H 4.1076 0.7446 0.8706
H 2.3914 0.2822 3.9641
H 4.0671 -0.2057 4.3445
H 2.6069 -1.8735 5.1951
H 3.3880 -2.4987 3.6098
H 0.3433 -2.7506 5.1251
H 1.2889 -3.9317 4.1785
H -1.2280 -2.4762 3.3663
H -1.1236 -4.1728 3.5323
H -1.4582 -2.9752 0.3721
H -1.9850 -4.2435 1.5172
H -0.6775 -4.5842 0.3899
C -0.9243 -9.7635 4.6955
O -0.6664 -9.7064 3.3085
C -0.0442 -10.8696 2.8188
C 0.3506 -10.6965 1.3630
O -0.6757 -10.6353 0.4237
C -1.4354 -9.4230 0.4114
C -0.6061 -8.2133 0.0295
O 0.0349 -8.4814 -1.2040
C 0.8859 -7.4251 -1.6573
H -1.4058 -8.8433 5.0150
H 0.0025 -9.9039 5.2629
H -1.6190 -10.5956 4.8831
H -0.6272 -11.7774 3.0267
H 0.9325 -11.0040 3.3251
H 0.9027 -11.6092 1.0956
H 1.1442 -9.9442 1.2759
H -1.8748 -9.2635 1.3976
H -2.2229 -9.5931 -0.3236
H 0.1024 -7.9981 0.8318
H -1.2658 -7.3594 -0.1831
H 0.2999 -6.5051 -1.7371
H 1.1709 -7.7242 -2.6690
H 1.8060 -7.3685 -1.0781
C 8.2010 1.9219 -2.1635
O 7.1868 2.8877 -2.1076
C 6.7647 3.3334 -3.4035
C 5.8888 2.3205 -4.1460
O 4.5247 2.5483 -3.9230
C 4.0702 2.1613 -2.6306
C 2.5753 2.0736 -2.6008
O 2.0176 3.2641 -3.1030
C 0.6510 3.3348 -2.7314
H 8.5079 1.6626 -1.1512
H 9.0848 2.3117 -2.6945
H 7.8914 0.9952 -2.6598
H 7.5768 3.7745 -3.9874
H 6.0217 4.0790 -3.1058
H 6.1045 1.2808 -3.8614
H 6.0073 2.4679 -5.2225
H 4.4438 2.8986 -1.9047
H 4.6046 1.2375 -2.3613
H 2.3137 1.9543 -1.5369
H 2.1860 1.1932 -3.1274
H 0.2258 4.1979 -3.2529
H 0.5167 3.5826 -1.6738
H 0.1178 2.4503 -3.0771
C -4.1546 -2.5827 -5.1934
O -4.2778 -1.2291 -4.9158
C -4.0865 -0.4123 -6.0508
C -3.9451 1.0189 -5.7020
O -5.1036 1.5148 -5.0590
C -4.8480 2.7801 -4.5021
C -4.3515 2.7224 -3.0715
O -5.2334 2.0480 -2.1901
C -6.2763 2.8539 -1.7545
H -4.3082 -3.1488 -4.2752
H -3.1746 -2.8525 -5.6114
H -4.9354 -2.9241 -5.9040
H -4.9606 -0.6209 -6.7054
H -3.2633 -0.7685 -6.6907
H -3.6983 1.5362 -6.6384
H -3.0808 1.1664 -5.0414
H -5.8562 3.2160 -4.3896
H -4.2949 3.5100 -5.0999
H -4.0737 3.7095 -2.6731
H -3.3891 2.2020 -2.9827
H -7.0243 3.1085 -2.5185
H -5.9050 3.8177 -1.3614
H -6.7951 2.3857 -0.9150
C 0.9772 9.7055 -0.2970
O 0.1750 8.6354 0.1225
C -0.7933 8.2917 -0.8367
C -1.8678 7.4230 -0.2611
O -1.3391 6.3838 0.4949
C -2.3630 5.5284 0.9720
C -1.7207 4.2934 1.5638
O -1.1206 4.4641 2.8431
C -1.9979 4.8057 3.8726
H 1.7393 9.8682 0.4672
H 0.3614 10.6102 -0.3954
H 1.5290 9.5135 -1.2264
H -0.3216 7.7964 -1.6911
H -1.3107 9.1902 -1.2155
H -2.3677 6.9715 -1.1399
H -2.6901 7.9571 0.2382
H -2.9609 5.1942 0.1107
H -3.0213 6.0649 1.6663
H -0.8661 4.0696 0.9223
H -2.3589 3.4056 1.5095
H -1.4210 5.0603 4.7619
H -2.6812 3.9740 4.1070
H -2.6351 5.6755 3.6573
```

Computed properties:
- 2S+1 = 1
- electronic energy (eV) = -224726.915
- total charge = -3
- HOMO-LUMO gap (eV) = 7.91
- ΔE to the lowest compared entry with this formula, charge and spin (kJ/mol) = 0.0
- HOMO level (Ha) = -0.1266

[3]
The following is a DFT calculation (ωB97M-V with the def2-TZVPD basis set) of an isolated molecule of C5H5F in a non-equilibrium geometry.

```
11
Properties=species:S:1:pos:R:3
C -1.7877 -1.4933 0.0537
C -1.0513 -0.5557 0.0490
C -0.0209 0.5560 -0.1827
C -0.8101 1.7179 0.0309
C 1.3915 0.2892 -0.0539
F 1.8785 -0.9238 0.0369
H -2.2872 -2.3574 -0.2550
H -0.2308 2.7860 0.0504
H -1.1334 1.7156 1.1183
H -1.5658 1.9226 -0.7830
H 1.9816 1.1631 0.1556
```

Computed properties:
- 2S+1 = 1
- electronic energy (eV) = -7979.176
- SMILES string = C#C/C(C)=C\F
- HOMO-LUMO gap (eV) = 9.65
- ΔE to the lowest compared entry with this formula, charge and spin (kJ/mol) = 296.0
- HOMO level (Ha) = -0.3282